C20H16N2O4S | wB97M-V/def2-TZVPD

## Properties
SMILES: O=C(COC(=O)c1cc[n+]([O-])cc1)Nc1ccccc1Sc1ccccc1
LUMO energy: -0.55 eV
Gap between HOMO and LUMO: 7.8 eV
Net charge: 0
Energy above the lowest of the compared OMol25 structures with the same formula, charge and spin: 10.9 kcal/mol

Element x y z (Å)
O: -1.24394 1.19180 0.50823
O: 2.95448 0.14190 1.03174
O: -2.75719 6.98050 -0.95161
O: 0.50376 2.23278 1.59118
S: -1.20494 -2.01504 -1.45799
C: -0.60663 2.20646 0.79434
C: 1.73445 0.18206 0.91949
C: -0.56504 -3.81380 2.68674
C: -1.32288 -2.63857 2.52131
C: -0.07619 -4.46079 1.52341
C: 2.23867 -2.85145 -3.40543
C: 3.19568 -2.17288 -2.64781
C: -1.55352 -2.12764 1.24674
C: -0.35624 -3.98493 0.25174
C: 0.89855 -2.85030 -3.00135
C: 2.85533 -1.39126 -1.54256
C: -2.30956 3.55567 -0.43380
C: -0.45600 4.71922 0.51031
C: -1.04478 -2.76478 0.13724
C: 0.52962 -2.03725 -1.92449
C: -1.10479 3.49786 0.29055
C: 1.49263 -1.29796 -1.15027
C: -2.78811 4.79584 -0.91927
C: -1.00679 5.92010 0.01438
N: 1.06623 -0.48584 -0.09248
N: -2.18271 5.93654 -0.66362
C: 0.98728 0.95186 2.02353
H: -0.42462 -4.24527 3.68411
H: -1.72470 -2.17384 3.41419
H: 0.46790 -5.38551 1.61026
H: 2.52312 -3.51853 -4.21887
H: 4.25190 -2.24208 -2.90965
H: -2.08874 -1.21200 1.12970
H: 0.11785 -4.48139 -0.61292
H: 0.14044 -3.45548 -3.49380
H: 3.61856 -0.84069 -0.96790
H: -2.87839 2.68616 -0.63567
H: 0.49008 4.73062 1.10295
H: -3.71645 4.79605 -1.46602
H: -0.51472 6.84918 0.27416
H: 0.02950 -0.36872 -0.01804
H: 0.14407 0.33636 2.37964
H: 1.68684 1.10501 2.86762

C20H16N3O2PtTe | wB97M-V/def2-TZVPD

## Properties
LUMO energy: -3.41 eV
Gap between HOMO and LUMO: 8.6 eV
Net charge: +1
Energy above the lowest of the compared OMol25 structures with the same formula, charge and spin: 0.7 kcal/mol

Element x y z (Å)
Pt: 0.40092 -0.03617 -1.46510
O: 0.21763 -3.53658 -3.53628
C: 0.46904 -2.55543 -2.89281
N: -0.28911 -1.41511 -2.73148
C: -1.54169 -1.20957 -3.26887
O: -2.17631 -1.93995 -3.97868
C: -2.08323 0.14776 -2.85277
C: -3.27861 0.59509 -3.37307
C: -3.73383 1.85682 -3.02757
C: -2.96396 2.63108 -2.17294
C: -1.78188 2.11543 -1.67990
N: -1.34669 0.89146 -1.99898
C: 1.78166 -2.42776 -2.14397
C: 2.73881 -3.41253 -2.26621
C: 3.94601 -3.26338 -1.60370
C: 4.15519 -2.12452 -0.84233
C: 3.14967 -1.18118 -0.75607
N: 1.97837 -1.32845 -1.38488
H: -3.81373 -0.06216 -4.04449
H: -4.66699 2.23377 -3.42309
H: -3.26593 3.62804 -1.88640
H: -1.16193 2.69818 -1.01594
H: 2.50831 -4.26794 -2.88586
H: 4.71606 -4.01795 -1.68803
H: 5.08612 -1.95546 -0.32074
H: 3.28663 -0.28020 -0.17897
C: 1.27756 0.04340 2.11436
Te: 1.07617 1.48549 0.53973
C: -0.78965 1.91460 1.50239
C: -0.56351 1.51953 2.94135
C: -1.35276 2.03707 3.96071
C: -1.14452 1.63726 5.27155
C: -0.14284 0.72382 5.56878
C: 0.65104 0.20925 4.55571
C: 0.44236 0.60155 3.23932
H: 2.32357 -0.06457 2.39129
H: 0.90153 -0.90749 1.73734
H: -1.56703 1.31605 1.02724
H: -1.02449 2.97102 1.39346
H: -2.12786 2.75773 3.73066
H: -1.75743 2.04752 6.06251
H: 0.02811 0.42011 6.59261
H: 1.43922 -0.49565 4.79007

C20H17AsNO3PReS4 | wB97M-V/def2-TZVPD

## Properties
LUMO energy: -11.56 eV
Gap between HOMO and LUMO: 6.2 eV
Net charge: +3
Energy above the lowest of the compared OMol25 structures with the same formula, charge and spin: 4.0 kcal/mol

Element x y z (Å)
Re: -0.21101 0.06071 -0.03219
O: -0.22202 1.16089 2.62699
N: 0.28845 0.01927 2.02896
C: 1.09331 -0.71144 2.72746
C: 1.74408 -1.94111 2.34475
C: 2.81012 -2.33678 3.15409
C: 3.52371 -3.49690 2.86829
C: 3.15583 -4.27633 1.78824
C: 2.07319 -3.90818 0.98308
C: 1.36241 -2.74978 1.24767
P: -0.09167 -2.39715 0.25399
C: -1.59844 -2.67840 1.18250
C: -2.83840 -2.64537 0.52761
C: -4.00189 -2.84833 1.24448
C: -3.94321 -3.07705 2.61605
C: -2.71712 -3.12436 3.26873
C: -1.54529 -2.92617 2.55855
C: -0.00661 -3.30928 -1.27056
C: -0.83173 -4.41289 -1.49368
C: -0.70303 -5.12746 -2.67541
C: 0.23646 -4.74469 -3.62253
C: 1.06580 -3.64732 -3.39746
C: 0.94810 -2.92918 -2.22269
H: 0.03872 1.20733 3.56365
H: 1.33438 -0.34276 3.72465
H: 3.09355 -1.73290 4.00746
H: 4.35515 -3.78564 3.49670
H: 3.69665 -5.18573 1.56209
H: 1.79568 -4.54553 0.15351
H: -2.89025 -2.50635 -0.54566
H: -4.95778 -2.84988 0.73830
H: -4.85608 -3.23820 3.17397
H: -2.67527 -3.33423 4.32871
H: -0.59550 -3.00315 3.07251
H: -1.55531 -4.72496 -0.75136
H: -1.33341 -5.98791 -2.85366
H: 0.33169 -5.30715 -4.54187
H: 1.80316 -3.36461 -4.13606
H: 1.61256 -2.08856 -2.04373
S: -4.93044 1.10177 -2.07712
As: -2.88261 1.07949 -1.47292
S: -1.32433 -0.50918 -1.90278
S: -1.99060 1.30820 0.55904
S: -3.53922 2.63639 -2.76103
O: 0.16199 2.75626 -1.82580
C: 1.16602 2.30608 -1.44483
O: 1.12639 1.06046 -0.63222
H: 2.20636 2.61435 -1.56388

C20H17BiF5N2OS | wB97M-V/def2-TZVPD

## Properties
LUMO energy (spin up / spin down): -0.34 / -0.32 eV
Gap between HOMO and LUMO (spin up / spin down): 5.0 / 7.6 eV
Net charge: 0
Spin multiplicity: 2

Element x y z (Å)
Bi: -0.28400 0.42804 -0.06890
C: 3.20560 0.73043 -0.96596
N: 2.43560 0.13222 0.11678
C: 2.64086 -1.30847 0.16459
C: 2.72624 0.75743 1.40016
C: 1.68130 0.42113 2.43722
C: 2.04883 0.25580 3.76781
C: 1.09558 -0.01920 4.73766
C: -0.24127 -0.11995 4.38262
C: -0.61590 0.04754 3.05690
C: 0.33569 0.30434 2.07409
H: 4.28577 0.59471 -0.81278
H: 2.98560 1.79341 -1.02922
H: 2.92684 0.25987 -1.91014
H: 3.70870 -1.56030 0.22713
H: 2.22677 -1.76525 -0.73537
H: 2.13353 -1.72595 1.03418
H: 2.73166 1.83816 1.24350
H: 3.72775 0.47573 1.75860
H: 3.09299 0.34096 4.05000
H: 1.39641 -0.14870 5.76960
H: -0.98785 -0.32406 5.14077
H: -1.66030 0.00446 2.77110
F: 1.40525 5.61246 4.50772
C: 1.18514 4.98474 3.35563
C: -0.02049 4.34650 3.12622
F: -0.96310 4.36200 4.07034
C: -0.24743 3.70065 1.92443
F: -1.42500 3.10839 1.74363
C: 0.71626 3.65631 0.91980
S: 0.44636 2.89964 -0.63762
C: 1.92689 4.30107 1.18659
F: 2.90346 4.28538 0.27450
C: 2.16513 4.95860 2.37760
F: 3.33538 5.56306 2.59454
O: -2.71010 -0.22754 0.55423
N: -2.97179 -1.49732 0.42744
C: -2.94039 -2.08121 -0.79383
C: -3.17026 -3.42621 -0.94243
C: -3.44894 -4.21610 0.16608
C: -3.50227 -3.59319 1.40548
C: -3.26790 -2.24383 1.51577
H: -2.72662 -1.41058 -1.61114
H: -3.13745 -3.85687 -1.93313
H: -3.63652 -5.27445 0.06236
H: -3.73797 -4.15815 2.29626
H: -3.31094 -1.69877 2.44500

C20H17BrN4O3Pd | wB97M-V/def2-TZVPD

## Properties
LUMO energy: -1.10 eV
Gap between HOMO and LUMO: 6.3 eV
Net charge: 0
Energy above the lowest of the compared OMol25 structures with the same formula, charge and spin: 0.0 kcal/mol

Element x y z (Å)
Pd: -0.45990 0.35312 -0.50211
Br: -2.62196 -6.06301 -3.56967
C: -2.40139 -4.36107 -2.76655
C: -3.54150 -3.59243 -2.44725
C: -3.40656 -2.36773 -1.87062
C: -2.12754 -1.80429 -1.56273
O: -2.11833 -0.64585 -1.02395
C: -0.98296 -2.60107 -1.89465
C: 0.36306 -2.21499 -1.66879
N: 0.76689 -1.10637 -1.13361
C: 2.13232 -0.80331 -0.93496
C: 3.20644 -1.60450 -1.23013
C: 4.52245 -1.16136 -0.98539
C: 4.76741 0.07134 -0.45274
C: 3.68628 0.92296 -0.13026
C: 3.84865 2.21732 0.41873
C: 2.75385 2.98106 0.69040
C: 1.47071 2.46017 0.42843
N: 1.29295 1.25993 -0.06701
C: 2.37696 0.47729 -0.36666
C: -1.16306 -3.87640 -2.49821
H: -4.52593 -3.98503 -2.66555
H: -4.27130 -1.76749 -1.62284
H: 1.10946 -2.94113 -1.98560
H: 3.06470 -2.58775 -1.65544
H: 5.34669 -1.81707 -1.23150
H: 5.77941 0.40963 -0.27201
H: 4.84802 2.58811 0.61027
H: 2.84414 3.97614 1.10093
H: 0.57439 3.03372 0.62545
H: -0.28728 -4.46457 -2.74384
C: -1.21530 1.99060 3.71965
C: -1.53208 1.33984 2.40272
N: -1.41511 0.08085 2.21398
O: -0.90803 -0.55327 3.36258
C: -1.96628 2.17834 1.27643
C: -2.82343 3.38560 1.47801
N: -1.58910 1.89889 0.05698
O: -1.92590 2.65529 -0.90755
H: -0.22688 1.67849 4.05724
H: -1.92340 1.67280 4.48684
H: -1.24420 3.07410 3.63731
H: -0.92829 -1.48029 3.10607
H: -3.16279 3.46948 2.50871
H: -3.68989 3.32324 0.81697
H: -2.29634 4.30067 1.19193

C20H17Cl4NO3PtS | wB97M-V/def2-TZVPD

## Properties
LUMO energy: -0.18 eV
Gap between HOMO and LUMO: 6.6 eV
Net charge: 0
Energy above the lowest of the compared OMol25 structures with the same formula, charge and spin: 0.0 kcal/mol

Element x y z (Å)
Pt: -1.05756 1.66689 -0.06368
Cl: -7.57775 1.28767 -1.63047
C: -5.90910 1.73360 -1.60294
C: -5.40658 2.64728 -2.52797
Cl: -6.44704 3.34642 -3.71555
C: -4.05619 2.99551 -2.49716
Cl: -3.38848 4.11748 -3.62923
C: -3.20046 2.44512 -1.54800
O: -1.90489 2.75307 -1.48565
C: -3.70975 1.51806 -0.61577
O: -2.86494 0.99375 0.27955
C: -5.05619 1.17331 -0.65306
Cl: -5.62583 0.02710 0.50903
C: 1.35718 -2.26763 4.24810
C: 0.77536 -1.32239 3.23749
C: -0.25363 -1.70315 2.38794
C: -0.76758 -0.80254 1.47321
N: -0.28790 0.43997 1.35855
C: 0.69571 0.82918 2.18140
C: 1.24184 -0.01510 3.12334
H: 0.89313 -3.25035 4.18683
H: 1.21176 -1.88376 5.25883
H: 2.43171 -2.38369 4.09593
H: -0.67285 -2.69963 2.43742
H: -1.59152 -1.04660 0.81684
H: 1.03965 1.84586 2.05370
H: 2.03046 0.35111 3.76880
C: 2.93890 -3.81489 -0.14545
C: 2.56821 -2.42559 -0.58497
C: 2.93718 -1.31297 0.16974
C: 2.58607 -0.03350 -0.22630
C: 1.84670 0.13285 -1.38739
C: 1.45755 -0.95676 -2.15147
C: 1.83325 -2.22933 -1.75215
S: 1.24900 1.73693 -1.85016
C: 2.79038 2.56082 -2.18919
O: 0.83593 2.43816 -0.53964
H: 3.48651 -3.79974 0.79582
H: 3.56343 -4.30591 -0.89312
H: 2.04753 -4.42976 -0.01129
H: 3.50181 -1.45306 1.08434
H: 2.84961 0.82600 0.37821
H: 0.84619 -0.81358 -3.03455
H: 1.52846 -3.08529 -2.34227
H: 3.40944 2.51562 -1.29406
H: 2.54849 3.58989 -2.44659
H: 3.27682 2.06360 -3.02701

The highest net charge belongs to which entry? C20H17AsNO3PReS4

What is the net charge in the fourth record? 0

Repeat the sixth record exactly.
C20H17Cl4NO3PtS | wB97M-V/def2-TZVPD

## Properties
LUMO energy: -0.18 eV
Gap between HOMO and LUMO: 6.6 eV
Net charge: 0
Energy above the lowest of the compared OMol25 structures with the same formula, charge and spin: 0.0 kcal/mol

Element x y z (Å)
Pt: -1.05756 1.66689 -0.06368
Cl: -7.57775 1.28767 -1.63047
C: -5.90910 1.73360 -1.60294
C: -5.40658 2.64728 -2.52797
Cl: -6.44704 3.34642 -3.71555
C: -4.05619 2.99551 -2.49716
Cl: -3.38848 4.11748 -3.62923
C: -3.20046 2.44512 -1.54800
O: -1.90489 2.75307 -1.48565
C: -3.70975 1.51806 -0.61577
O: -2.86494 0.99375 0.27955
C: -5.05619 1.17331 -0.65306
Cl: -5.62583 0.02710 0.50903
C: 1.35718 -2.26763 4.24810
C: 0.77536 -1.32239 3.23749
C: -0.25363 -1.70315 2.38794
C: -0.76758 -0.80254 1.47321
N: -0.28790 0.43997 1.35855
C: 0.69571 0.82918 2.18140
C: 1.24184 -0.01510 3.12334
H: 0.89313 -3.25035 4.18683
H: 1.21176 -1.88376 5.25883
H: 2.43171 -2.38369 4.09593
H: -0.67285 -2.69963 2.43742
H: -1.59152 -1.04660 0.81684
H: 1.03965 1.84586 2.05370
H: 2.03046 0.35111 3.76880
C: 2.93890 -3.81489 -0.14545
C: 2.56821 -2.42559 -0.58497
C: 2.93718 -1.31297 0.16974
C: 2.58607 -0.03350 -0.22630
C: 1.84670 0.13285 -1.38739
C: 1.45755 -0.95676 -2.15147
C: 1.83325 -2.22933 -1.75215
S: 1.24900 1.73693 -1.85016
C: 2.79038 2.56082 -2.18919
O: 0.83593 2.43816 -0.53964
H: 3.48651 -3.79974 0.79582
H: 3.56343 -4.30591 -0.89312
H: 2.04753 -4.42976 -0.01129
H: 3.50181 -1.45306 1.08434
H: 2.84961 0.82600 0.37821
H: 0.84619 -0.81358 -3.03455
H: 1.52846 -3.08529 -2.34227
H: 3.40944 2.51562 -1.29406
H: 2.54849 3.58989 -2.44659
H: 3.27682 2.06360 -3.02701

Look up the net charge of the second one. +1